The molecule C3H4Cl2S, computed with wB97M-V/def2-TZVPD.

Properties
HOMO-LUMO gap (eV): 8.50
E_LUMO (eV): -0.378
SMILES string: S=CCC(Cl)Cl
ΔE to the lowest compared entry with this formula, charge and spin (kcal/mol): 13.4

ORCA input file:
```
! RIJCOSX wB97M-V def2-TZVPD def2/J DEFGRID3
* xyz 0 1
C 1.092 0.538 0.168
C -0.170 -0.258 0.547
C -1.119 -0.531 -0.552
H 1.604 0.868 1.101
H 0.013 -1.288 0.840
H -0.660 0.350 1.373
H -0.613 -1.293 -1.211
S -2.573 0.115 -0.736
Cl 2.096 -0.440 -0.906
Cl 0.330 1.939 -0.625
*
```


The ion C12H21ClINO7P with charge -1, computed with wB97M-V/def2-TZVPD.

Properties
HOMO-LUMO gap (eV): 7.73
E_LUMO (eV): 2.672
SMILES string: CCOCCON(CCOCC)[C@@](CC(=O)I)(C(=O)[O-])P(O)Cl

ORCA input file:
```
! RIJCOSX wB97M-V def2-TZVPD def2/J DEFGRID3
* xyz -1 1
C -3.763 1.615 -3.105
C -2.518 1.076 -3.973
O -1.248 1.668 -3.631
C -0.789 1.116 -2.348
C 0.729 1.560 -2.060
O 1.314 0.945 -0.881
N 0.343 0.364 -0.098
C 0.464 -1.106 -0.093
C 1.880 -1.678 0.455
O 2.258 -2.944 -0.176
C 1.409 -4.022 0.263
C 1.730 -4.586 1.734
C 0.247 1.014 1.226
C 1.688 1.474 1.848
C 1.605 2.029 3.343
O 2.145 1.336 4.257
I 0.703 3.899 3.982
C -0.524 2.427 0.932
O -1.819 2.449 0.915
O 0.126 3.598 0.644
P -0.881 0.132 2.486
O -1.517 1.290 3.613
Cl 0.219 -1.200 3.721
H -4.255 0.755 -2.515
H -4.588 2.010 -3.810
H -3.503 2.452 -2.375
H -2.477 -0.066 -3.813
H -2.739 1.341 -5.070
H -0.796 -0.021 -2.468
H -1.513 1.510 -1.556
H 1.381 1.468 -3.004
H 0.684 2.696 -1.839
H 0.452 -1.429 -1.208
H -0.442 -1.666 0.357
H 1.894 -1.865 1.580
H 2.751 -0.951 0.241
H 0.289 -3.809 0.206
H 1.598 -4.898 -0.469
H 0.805 -4.371 2.396
H 1.806 -5.740 1.712
H 2.658 -4.146 2.225
H 2.198 2.278 1.192
H 2.445 0.603 1.875
H -2.449 1.392 3.290
*
```


A structure of composition C11H14N2OPTi, computed with wB97M-V/def2-TZVPD.

Properties
HOMO-LUMO gap (alpha / beta) (eV): 4.42 / 4.46
E_LUMO (alpha / beta) (eV): -1.322 / -1.270
ΔE to the lowest compared entry with this formula, charge and spin (kcal/mol): 40.1
⟨S²⟩: 0.93

ORCA input file:
```
! RIJCOSX wB97M-V def2-TZVPD def2/J DEFGRID3
* xyz 0 2
C 0.061 0.376 -1.922
C 0.580 0.054 -3.235
C 1.359 -1.147 -3.104
C 1.155 -1.686 -1.801
C 0.362 -0.759 -1.033
Ti -0.362 1.370 1.483
P -2.485 0.473 1.647
H -0.531 1.241 -1.567
H 0.483 0.719 -4.084
H 1.947 -1.606 -3.902
H -0.027 -0.871 0.032
H 1.560 -2.579 -1.378
H -2.858 -0.918 1.596
H -3.421 0.993 0.716
H -3.149 0.851 2.857
N 4.564 0.294 5.754
C 4.611 -0.353 4.529
O 5.554 -1.024 4.192
C 3.371 -0.195 3.664
C 2.133 0.295 4.122
C 1.090 0.452 3.238
N 1.234 0.154 1.891
C 2.402 -0.385 1.463
C 3.455 -0.596 2.329
H 5.444 0.312 6.253
H 3.941 1.052 5.927
H 1.984 0.555 5.187
H 0.084 0.751 3.563
H 2.451 -0.602 0.409
H 4.403 -1.019 1.968
*
```


The molecule C3H6S2, computed with wB97M-V/def2-TZVPD.

Properties
HOMO-LUMO gap (eV): 9.34
E_LUMO (eV): 0.754
SMILES string: C1CSCS1
ΔE to the lowest compared entry with this formula, charge and spin (kcal/mol): 23.6

ORCA input file:
```
! RIJCOSX wB97M-V def2-TZVPD def2/J DEFGRID3
* xyz 0 1
C -0.382 -1.026 -0.623
C 0.247 -0.958 0.851
C 0.138 1.677 -0.035
H 0.268 -1.324 -1.571
H -1.195 -1.727 -0.641
H -0.599 -0.924 1.481
H 0.879 -1.837 0.956
H 0.799 2.330 -0.632
H -0.548 2.476 0.456
S 1.324 0.696 0.947
S -0.931 0.616 -1.188
*
```


A cluster of 2 separate species, C5H12O4S in total, computed with wB97M-V/def2-TZVPD.

Properties
HOMO-LUMO gap (eV): 8.86
E_LUMO (eV): 0.550
ΔE to the lowest compared entry with this formula, charge and spin (kcal/mol): 63.4

ORCA input file:
```
! RIJCOSX wB97M-V def2-TZVPD def2/J DEFGRID3
* xyz 0 1
C -2.765 -0.836 -0.123
C 2.338 -1.030 0.427
C 1.766 -0.363 -0.826
C -1.456 -0.328 0.303
C -0.800 1.132 -1.045
O 0.959 1.702 0.801
O 3.324 -0.160 1.086
O -1.365 0.341 1.535
O -1.329 2.212 -0.541
S 1.008 1.434 -0.706
H -2.761 -1.296 -1.049
H -3.470 -0.035 -0.211
H -3.120 -1.726 0.532
H 1.672 -1.529 1.133
H 2.972 -1.891 0.080
H 2.588 -0.242 -1.599
H 0.943 -0.931 -1.280
H -0.652 -1.027 0.367
H -1.336 0.763 -1.956
H 2.890 0.643 1.210
H -0.471 0.794 1.583
H -0.935 2.374 0.278
*
```


A cluster of 13 separate species, C36H61BIN16O2 in total, computed with wB97M-V/def2-TZVPD.

Properties
HOMO-LUMO gap (eV): 9.55
E_LUMO (eV): -2.368

ORCA input file:
```
! RIJCOSX wB97M-V def2-TZVPD def2/J DEFGRID3
* xyz 1 1
C 1.707 1.953 1.764
C 0.207 1.545 1.803
C -0.224 0.695 0.577
C -0.193 -0.825 0.843
C -1.497 -1.432 1.326
C -1.220 -2.863 1.867
C -0.383 -2.865 3.145
O -0.827 -2.602 4.215
I 1.717 -3.407 3.060
C -2.274 -0.643 2.405
N -3.293 0.127 1.619
B -4.572 0.216 2.389
O -5.718 -0.324 1.826
N -4.517 0.855 3.671
C -3.819 2.183 3.507
C -5.868 1.119 4.223
C -3.324 -0.439 0.383
N -3.944 0.028 -0.649
C -4.778 1.235 -0.594
N -2.532 -1.582 0.292
H 1.806 2.964 2.152
H 2.105 1.880 0.754
H 2.284 1.287 2.405
H 0.072 0.971 2.722
H -0.425 2.431 1.874
H 0.465 0.943 -0.230
H -1.207 1.047 0.252
H 0.623 -1.008 1.544
H 0.113 -1.307 -0.091
H -0.775 -3.521 1.121
H -2.179 -3.297 2.168
H -1.700 0.101 2.955
H -2.691 -1.285 3.183
H -6.093 -1.048 2.335
H -3.979 2.607 2.520
H -4.240 2.907 4.198
H -2.747 2.089 3.679
H -6.471 0.217 4.289
H -6.377 1.886 3.632
H -5.766 1.531 5.227
H -3.848 -0.470 -1.520
H -4.391 1.896 0.179
H -4.810 1.726 -1.554
H -5.784 0.938 -0.290
H -3.043 -2.452 0.276
C -3.310 3.197 -5.080
C -3.441 3.335 -3.639
N -3.509 3.445 -2.498
H -2.771 4.045 -5.500
H -2.754 2.293 -5.327
H -4.286 3.144 -5.560
C 5.752 -4.353 2.300
C 5.872 -3.829 0.949
N 5.961 -3.418 -0.118
H 6.046 -5.400 2.338
H 6.391 -3.807 2.991
H 4.726 -4.274 2.658
C -2.137 -4.118 6.666
C -3.518 -4.573 6.640
N -4.605 -4.939 6.606
H -1.490 -4.852 7.147
H -1.764 -3.952 5.660
H -2.042 -3.182 7.213
C -4.440 6.285 0.218
C -4.830 5.417 1.318
N -5.137 4.745 2.198
H -5.262 6.934 -0.078
H -3.604 6.922 0.502
H -4.135 5.702 -0.649
C 2.418 1.056 -2.960
C 1.061 1.260 -3.445
N -0.010 1.424 -3.822
H 2.644 -0.007 -2.871
H 3.144 1.499 -3.637
H 2.558 1.512 -1.983
C 8.263 -6.535 -1.615
C 8.208 -6.357 -0.174
N 8.164 -6.203 0.962
H 8.714 -5.670 -2.098
H 8.856 -7.410 -1.879
H 7.266 -6.669 -2.031
C 0.205 -2.426 -4.894
C 0.313 -2.683 -3.467
N 0.430 -2.855 -2.339
H -0.701 -1.868 -5.123
H 1.051 -1.839 -5.250
H 0.181 -3.355 -5.461
C -6.609 7.492 -3.653
C -5.582 8.135 -2.846
N -4.782 8.655 -2.209
H -6.836 8.088 -4.534
H -6.281 6.508 -3.985
H -7.528 7.368 -3.082
C 12.013 -6.425 -1.003
C 11.756 -6.315 -2.432
N 11.539 -6.228 -3.555
H 11.370 -7.178 -0.549
H 13.047 -6.708 -0.817
H 11.825 -5.476 -0.502
C -2.198 -6.695 3.860
C -1.640 -8.029 4.021
N -1.195 -9.078 4.148
H -2.580 -6.313 4.805
H -1.444 -5.998 3.493
H -3.026 -6.697 3.152
C 5.189 4.321 -3.772
C 4.926 3.551 -2.566
N 4.718 2.945 -1.614
H 4.280 4.810 -4.121
H 5.941 5.088 -3.589
H 5.555 3.681 -4.573
C 2.877 8.020 -5.138
C 2.355 6.672 -5.306
N 1.943 5.609 -5.439
H 3.960 8.006 -5.028
H 2.633 8.638 -6.001
H 2.452 8.491 -4.253
*
```


A cluster of 2 separate species, C2H4S3 in total, computed with wB97M-V/def2-TZVPD.

Properties
HOMO-LUMO gap (eV): 7.69
E_LUMO (eV): -0.472
ΔE to the lowest compared entry with this formula, charge and spin (kcal/mol): 52.7

ORCA input file:
```
! RIJCOSX wB97M-V def2-TZVPD def2/J DEFGRID3
* xyz 0 1
C 0.061 -0.906 -1.032
C 0.137 1.142 1.247
S 1.468 -0.257 -1.092
S -1.155 -1.911 -1.449
S -1.242 0.190 0.775
H 0.134 1.295 2.357
H 0.045 2.203 0.741
H 1.101 0.711 0.864
H -0.549 -2.469 -2.410
*
```


A cluster of 13 separate species, C4H30NO15 in total, computed with wB97M-V/def2-TZVPD.

Properties
HOMO-LUMO gap (eV): 9.26
E_LUMO (eV): 2.480
ΔE to the lowest compared entry with this formula, charge and spin (kcal/mol): 4.2

ORCA input file:
```
! RIJCOSX wB97M-V def2-TZVPD def2/J DEFGRID3
* xyz -1 1
C 0.031 0.844 3.248
N 0.310 1.467 2.095
C 0.321 -0.021 0.148
C -0.390 1.104 0.868
C -0.383 2.311 -0.178
O 0.601 3.033 -0.212
O -1.414 2.371 -0.874
O -0.842 -0.008 3.368
H 0.621 1.160 4.136
H 1.122 2.183 1.952
H -0.306 -0.291 -0.774
H 0.439 -0.891 0.767
H 1.323 0.289 -0.264
H -1.492 0.820 1.060
H -2.437 0.160 2.712
H -3.824 -0.471 2.960
O -3.328 -0.006 2.311
H -0.253 1.896 -2.784
H 0.363 0.446 -3.097
O 0.418 1.414 -3.271
H 3.265 2.533 0.931
H 1.963 3.235 0.754
O 2.648 3.012 1.455
H 0.061 -1.796 -2.011
H 1.496 -1.162 -2.385
O 0.523 -1.211 -2.687
H -3.047 -0.600 -1.819
H -2.038 -0.932 -2.985
O -2.725 -1.364 -2.410
H 2.911 0.206 -1.720
H 3.147 -1.092 -0.837
O 2.982 -0.791 -1.750
H -2.702 1.241 -0.860
H -3.497 0.551 0.259
O -3.411 0.617 -0.729
H -1.627 -2.313 -1.530
H -1.201 -2.374 0.005
O -0.920 -2.619 -0.900
H 0.351 -3.133 1.305
H 0.736 -3.265 -0.129
O 1.108 -3.322 0.745
H 1.943 2.308 -0.986
H 1.843 1.787 -2.474
O 2.524 1.860 -1.671
H 2.398 -2.229 0.805
H 2.553 -0.761 1.302
O 3.035 -1.460 0.842
H -1.165 -1.291 2.234
H -2.464 -1.508 1.445
O -1.568 -1.937 1.629
*
```


The molecule C4H4O2, computed with wB97M-V/def2-TZVPD.

Properties
HOMO-LUMO gap (eV): 10.29
E_LUMO (eV): 0.035
ΔE to the lowest compared entry with this formula, charge and spin (kcal/mol): 67.0

ORCA input file:
```
! RIJCOSX wB97M-V def2-TZVPD def2/J DEFGRID3
* xyz 0 1
O -0.186 1.943 0.560
C -0.085 0.783 0.226
C -1.197 -0.237 0.292
C 1.454 -1.267 -0.108
O 1.103 -0.823 -1.255
C 1.219 0.228 -0.240
H -1.543 -0.485 -0.718
H -2.026 0.137 0.892
H -0.808 -1.167 0.725
H 2.069 0.888 -0.374
*
```


A cluster of 3 separate species, CH6P2 in total, computed with wB97M-V/def2-TZVPD.

Properties
HOMO-LUMO gap (alpha / beta) (eV): 7.60 / 6.93
E_LUMO (alpha / beta) (eV): 1.049 / -2.670
ΔE to the lowest compared entry with this formula, charge and spin (kcal/mol): 56.7
⟨S²⟩: 2.01

ORCA input file:
```
! RIJCOSX wB97M-V def2-TZVPD def2/J DEFGRID3
* xyz 0 3
C 0.064 0.062 -0.548
P 1.686 0.225 0.158
P -1.416 0.818 -0.169
H -0.290 -0.511 -1.399
H 1.711 -2.030 0.688
H 1.463 -0.280 1.484
H 2.336 -0.796 -0.214
H -0.722 1.601 0.860
H 0.888 -2.030 0.232
*
```


A cluster of 6 separate species, C32H66BO8 in total, computed with wB97M-V/def2-TZVPD.

Properties
HOMO-LUMO gap (eV): 6.65
E_LUMO (eV): 2.326

ORCA input file:
```
! RIJCOSX wB97M-V def2-TZVPD def2/J DEFGRID3
* xyz -1 1
C -0.174 -3.566 -0.403
C -1.350 -3.018 -0.300
B -1.724 -1.565 -1.036
O -0.641 -0.597 -0.668
C -3.217 -1.082 -0.495
C -3.232 0.299 0.177
C -4.601 1.015 0.103
O -4.575 2.071 -0.865
C -1.801 -1.890 -2.648
C -2.287 -0.708 -3.507
C -1.237 -0.239 -4.550
C -0.409 0.854 -3.855
C 0.896 1.138 -4.563
O 1.671 2.194 -3.994
C 1.736 2.133 -2.583
C 2.303 0.840 -2.008
H 0.001 -4.580 -0.069
H 0.688 -3.046 -0.808
H -2.082 -3.586 0.282
H 0.154 -0.789 -1.179
H -3.565 -1.831 0.217
H -3.955 -1.054 -1.306
H -2.496 0.989 -0.230
H -3.029 0.174 1.242
H -4.753 1.525 1.052
H -5.410 0.316 -0.110
H -4.041 1.772 -1.615
H -0.859 -2.306 -3.022
H -2.523 -2.703 -2.768
H -3.202 -0.949 -4.054
H -2.500 0.178 -2.906
H -1.701 0.151 -5.457
H -0.582 -1.069 -4.802
H -1.028 1.752 -3.815
H -0.274 0.491 -2.841
H 1.518 0.243 -4.664
H 0.644 1.436 -5.587
H 0.792 2.386 -2.100
H 2.420 2.926 -2.281
H 1.987 0.787 -0.969
H 3.390 0.797 -1.997
H 1.938 -0.070 -2.479
C 1.139 2.373 -9.885
C -0.333 2.713 -9.695
C -0.806 1.563 -8.818
O 0.314 1.171 -8.021
C 1.499 1.791 -8.525
H 1.758 3.228 -10.157
H 1.249 1.611 -10.661
H -0.431 3.660 -9.158
H -0.892 2.792 -10.628
H -1.114 0.702 -9.422
H -1.634 1.842 -8.165
H 1.798 2.577 -7.823
H 2.299 1.052 -8.579
C 1.440 -6.753 3.653
C 2.588 -5.752 3.719
C 2.937 -5.573 2.251
O 1.723 -5.755 1.527
C 0.725 -6.303 2.386
H 0.791 -6.741 4.529
H 1.832 -7.768 3.533
H 2.230 -4.800 4.114
H 3.433 -6.090 4.322
H 3.661 -6.324 1.910
H 3.339 -4.582 2.036
H -0.002 -5.514 2.606
H 0.209 -7.117 1.873
C 1.971 4.837 1.362
C 1.692 3.837 2.477
C 1.950 2.512 1.776
O 2.954 2.765 0.785
C 3.130 4.173 0.632
H 2.212 5.839 1.717
H 1.104 4.908 0.702
H 2.409 3.978 3.292
H 0.687 3.908 2.892
H 1.052 2.148 1.267
H 2.300 1.734 2.455
H 4.093 4.448 1.080
H 3.158 4.422 -0.430
C -0.233 -1.039 4.113
C -0.551 -1.687 5.455
C 0.075 -3.066 5.291
O 1.196 -2.902 4.420
C 1.146 -1.601 3.817
H -0.250 0.047 4.136
H -0.945 -1.379 3.357
H -0.053 -1.139 6.258
H -1.617 -1.730 5.681
H -0.625 -3.765 4.820
H 0.410 -3.495 6.237
H 1.932 -0.985 4.271
H 1.344 -1.688 2.749
C -1.213 3.650 6.021
C -1.582 2.962 7.330
C -1.333 1.499 6.992
O -0.274 1.477 6.031
C -0.042 2.803 5.546
H -0.957 4.703 6.133
H -2.043 3.574 5.314
H -0.904 3.285 8.124
H -2.603 3.154 7.656
H -2.218 1.041 6.536
H -1.045 0.907 7.861
H 0.904 3.161 5.968
H 0.050 2.781 4.459
*
```


The molecule C2H5IN2, computed with wB97M-V/def2-TZVPD.

Properties
HOMO-LUMO gap (eV): 9.29
E_LUMO (eV): 0.235
SMILES string: [H]/N=N/CCI
ΔE to the lowest compared entry with this formula, charge and spin (kcal/mol): 23.2

ORCA input file:
```
! RIJCOSX wB97M-V def2-TZVPD def2/J DEFGRID3
* xyz 0 1
C -0.404 -0.405 -0.017
C 0.495 0.001 1.103
N -0.550 0.763 -2.018
N 0.189 0.192 -1.183
I 0.059 -0.856 2.998
H -0.187 -1.539 -0.084
H -1.397 0.012 0.019
H 0.408 0.971 1.315
H 1.573 -0.330 0.723
H -0.187 1.190 -2.855
*
```